Entry 1:
Density functional theory data (ωB97M-V with the def2-TZVPD basis set) for a structure of composition C16H48BaFeN2O14P in a non-equilibrium geometry.

Geometry (Å):
Fe 1.23 0.36 -0.21
Ba -1.67 3.72 -1.60
P -1.02 0.81 0.06
O -0.54 -0.53 -0.56
O -0.10 1.74 -0.82
O -0.11 0.88 1.29
O -2.45 1.33 0.08
C -3.49 3.65 2.22
O -3.00 3.64 0.97
H -2.91 3.06 2.93
H -3.31 4.66 2.59
H -4.56 3.44 2.19
H -3.08 2.74 0.66
C -3.42 -0.65 2.29
O -4.00 -0.29 1.13
H -3.97 -1.43 2.80
H -2.44 -1.09 2.12
H -3.33 0.25 2.91
H -3.36 0.30 0.74
C 2.82 -2.21 2.72
C 2.22 -1.01 1.87
C 3.21 0.14 1.83
O 2.71 1.20 1.00
C 3.31 2.48 1.23
N 2.10 -1.48 0.49
H 3.91 -2.20 2.61
H 2.42 -3.21 2.56
H 2.81 -2.04 3.80
H 1.26 -0.72 2.29
H 4.19 -0.13 1.43
H 3.31 0.55 2.84
H 2.79 3.23 0.65
H 4.35 2.48 0.91
H 3.28 2.77 2.28
H 2.93 -2.00 0.25
H 1.32 -2.13 0.39
C 3.31 0.43 -4.08
C 2.10 0.23 -3.19
C 1.52 -1.19 -3.29
O 2.34 -2.13 -2.74
C 1.89 -3.46 -2.94
N 2.61 0.45 -1.84
H 4.26 0.10 -3.66
H 3.35 1.49 -4.34
H 3.20 -0.10 -5.02
H 1.36 0.98 -3.48
H 1.17 -1.38 -4.30
H 0.61 -1.21 -2.69
H 1.87 -3.63 -4.01
H 0.95 -3.67 -2.42
H 2.53 -4.23 -2.51
H 3.30 1.19 -1.89
H 3.17 -0.37 -1.67
C 0.01 2.42 4.12
C 0.20 0.93 4.45
O -0.68 0.08 3.67
O 0.69 2.62 2.86
H 0.39 3.07 4.91
H -1.00 2.80 4.01
H -0.06 0.79 5.51
H 1.19 0.48 4.35
H -0.48 0.22 2.74
H 0.36 1.98 2.23
C -2.17 0.72 -3.59
C -3.65 1.00 -3.33
O -3.76 1.90 -2.25
O -1.42 1.87 -4.02
H -2.04 -0.06 -4.33
H -1.79 0.27 -2.67
H -4.20 0.13 -2.99
H -4.03 1.43 -4.26
H -3.28 1.45 -1.55
H -0.67 1.48 -4.46
C -1.11 -3.81 0.03
C -2.45 -3.25 -0.36
O -2.40 -2.20 -1.31
O -0.41 -2.82 0.74
H -0.56 -4.01 -0.89
H -1.23 -4.71 0.63
H -2.96 -3.04 0.58
H -3.09 -4.00 -0.82
H -1.74 -1.53 -1.13
H -0.60 -2.01 0.25

Results
E_HOMO (alpha / beta) in eV: -10.9 / -10.6
Lowest unoccupied orbital energy (alpha / beta) in Ha: -0.1340 / -0.1342
Spin multiplicity: 5
Energy in eV: -93383.04200
Total charge: +1

Atomic partial charges in e from the Mulliken method, atoms 1 to 8: atom 1 (Fe): 0.216, atom 2 (Ba): 1.930, atom 3 (P): 1.032, atom 4 (O): 1.151, atom 5 (O): -1.228, atom 6 (O): -0.301, atom 7 (O): -0.675, atom 8 (C): -0.582


Entry 2:
Density functional theory data (ωB97M-V with the def2-TZVPD basis set) for a structure of composition C46H88Br12O42 in a non-equilibrium geometry.

Geometry (Å):
C 14.06 10.14 18.25
O 14.95 11.12 17.75
C 14.46 12.27 17.30
O 13.31 12.53 17.20
O 15.61 12.99 17.02
C 15.56 14.32 16.59
H 14.66 9.27 18.11
H 13.09 10.16 17.75
H 13.95 10.47 19.26
H 15.70 15.07 17.36
H 14.61 14.46 16.08
H 16.33 14.40 15.84
C 26.47 14.07 19.45
O 26.98 14.23 18.09
C 26.92 13.07 17.43
O 26.60 11.95 17.77
O 27.35 13.37 16.16
C 27.83 12.27 15.39
H 25.55 13.53 19.39
H 26.42 15.06 19.84
H 27.16 13.38 19.95
H 26.93 11.69 15.15
H 28.44 11.60 16.02
H 28.38 12.64 14.54
C 22.50 17.39 21.27
O 23.16 18.64 21.64
C 22.22 19.60 22.00
O 21.07 19.46 22.21
O 22.94 20.73 22.05
C 22.35 21.99 22.32
H 21.88 17.03 22.10
H 23.26 16.71 20.98
H 21.82 17.59 20.43
H 23.16 22.68 22.45
H 21.69 21.94 23.19
H 21.75 22.29 21.46
C 27.81 15.70 13.18
O 27.00 14.56 13.16
C 25.94 14.58 14.00
O 25.63 15.50 14.67
O 25.23 13.46 13.77
C 24.04 13.33 14.48
H 28.71 15.37 12.67
H 28.07 15.94 14.21
H 27.20 16.48 12.71
H 23.67 12.33 14.31
H 23.33 14.04 14.03
H 24.00 13.59 15.55
C 17.75 12.21 19.19
O 19.12 12.06 19.68
C 19.23 11.15 20.74
O 18.33 10.67 21.37
O 20.55 11.03 20.96
C 20.86 10.41 22.20
H 17.65 13.16 18.74
H 17.04 12.12 20.02
H 17.51 11.52 18.42
H 21.96 10.36 22.18
H 20.46 9.38 22.23
H 20.49 10.95 23.07
C 23.01 17.25 14.16
O 23.54 16.60 13.03
C 24.27 17.34 12.15
O 24.54 18.50 12.12
O 24.73 16.32 11.31
C 25.50 16.82 10.21
H 23.86 17.74 14.65
H 22.48 16.54 14.77
H 22.28 17.97 13.89
H 25.97 15.97 9.72
H 26.25 17.50 10.58
H 24.88 17.42 9.55
C 25.70 17.02 22.45
O 27.13 17.00 22.43
C 27.79 17.07 21.27
O 27.35 17.00 20.12
O 29.04 17.34 21.60
C 30.01 17.40 20.58
H 25.38 17.90 21.88
H 25.44 17.15 23.50
H 25.25 16.11 21.99
H 29.93 16.47 19.99
H 30.94 17.46 21.12
H 29.85 18.29 19.95
C 20.28 14.73 18.23
O 21.36 15.68 18.57
C 22.49 15.45 17.94
O 22.70 14.53 17.16
O 23.37 16.41 18.35
C 24.60 16.28 17.72
H 19.63 14.93 19.10
H 20.49 13.65 18.16
H 19.76 15.17 17.37
H 25.34 16.67 18.44
H 24.57 17.02 16.94
H 24.89 15.26 17.49
C 20.62 18.41 17.17
O 19.39 19.04 17.52
C 18.57 18.41 18.44
O 18.83 17.59 19.28
O 17.35 18.93 18.24
C 16.31 18.19 18.87
H 20.97 19.04 16.41
H 20.48 17.38 16.81
H 21.27 18.51 18.00
H 15.34 18.59 18.48
H 16.49 18.21 19.94
H 16.39 17.13 18.53
C 28.04 16.93 16.70
O 29.39 16.52 16.68
C 30.24 17.50 17.04
O 29.98 18.61 17.46
O 31.49 16.93 16.89
C 32.63 17.83 17.15
H 27.80 17.34 17.66
H 27.51 16.00 16.57
H 27.89 17.69 15.91
H 32.51 18.11 18.17
H 32.59 18.70 16.48
H 33.45 17.15 16.92
C 23.28 21.43 19.04
O 24.65 20.93 18.68
C 24.71 19.95 17.81
O 23.82 19.57 17.09
O 25.93 19.49 17.69
C 27.02 19.91 18.57
H 23.55 22.24 19.68
H 22.79 20.59 19.50
H 22.76 21.69 18.13
H 26.87 19.34 19.46
H 27.11 20.98 18.82
H 27.87 19.53 18.08
C 23.68 24.30 11.94
O 23.06 24.25 13.19
C 22.71 23.15 13.80
O 21.92 23.10 14.67
O 23.36 22.13 13.35
C 23.58 21.04 14.19
H 23.23 23.67 11.17
H 24.78 24.11 12.00
H 23.49 25.34 11.66
H 22.59 20.68 14.58
H 24.24 21.24 15.03
H 23.99 20.28 13.54
C 16.52 18.39 15.19
O 15.61 17.52 15.79
C 14.29 17.81 15.49
O 13.84 18.70 14.87
O 13.59 16.89 16.24
C 12.18 17.01 16.43
H 16.35 19.35 15.67
H 16.56 18.36 14.11
H 17.42 17.97 15.56
H 11.67 16.36 15.70
H 11.88 18.04 16.48
H 12.11 16.47 17.33
C 24.75 13.57 24.73
O 23.71 12.97 23.90
C 23.77 13.41 22.65
O 24.66 14.03 22.14
O 22.63 13.04 22.04
C 22.64 13.32 20.61
H 24.55 14.61 24.85
H 25.68 13.40 24.24
H 24.73 13.05 25.69
H 23.44 12.73 20.13
H 22.95 14.36 20.47
H 21.64 13.11 20.23
C 23.36 10.48 17.24
Br 23.97 9.60 15.60
Br 23.94 9.56 18.80
Br 21.39 10.76 17.18
H 23.89 11.41 17.22
C 17.60 9.51 14.44
Br 19.20 9.33 13.42
Br 16.31 10.69 13.55
Br 17.84 9.94 16.29
H 17.08 8.56 14.52
C 18.80 15.94 22.28
Br 18.65 16.70 24.03
Br 17.15 15.11 21.75
Br 20.27 14.68 22.14
H 19.08 16.76 21.61
C 19.23 14.49 13.47
Br 20.10 13.49 12.06
Br 19.17 13.56 15.18
Br 17.41 15.16 13.06
H 19.77 15.39 13.52

Results
E_HOMO in eV: -10.0
Lowest unoccupied orbital energy in Ha: -0.0099
Spin multiplicity: 1
Energy in eV: -975630.66330

Atomic partial charges in e from the Mulliken method, atoms 1 to 8: atom 1 (C): -0.815, atom 2 (O): -0.091, atom 3 (C): 0.549, atom 4 (O): -0.575, atom 5 (O): 0.075, atom 6 (C): -0.664, atom 7 (H): 0.193, atom 8 (H): 0.328